Here is a cluster of 5 separate species, C40H32Br2ClF33O8 in total in a non-equilibrium geometry from the OMol25 dataset. Energies are from the ωB97M-V functional and the def2-TZVPD basis.

Geometry as XYZ:
```
116
Properties=species:S:1:pos:R:3:forces:R:3:mulliken_charge:R:1
C 5.35377 -1.46016 2.98444 -0.6 -0.4 0.6 -0.643
C 5.61453 -1.32092 1.40999 0.7 -0.3 0.2 0.238
O 4.62884 -2.03915 0.59335 0.2 0.6 1.1 -0.552
C 5.80948 0.18489 0.88395 1.7 -0.9 -0.4 -0.632
O 5.18033 1.21010 1.69933 -2.7 -1.0 -1.0 -0.466
C 3.76598 1.12947 1.65274 -2.5 0.0 1.0 0.525
C 2.96057 0.60729 0.42772 -2.1 0.8 2.2 -0.660
C 1.42025 0.50818 0.48072 1.7 1.1 3.2 0.473
C 0.71051 0.94804 1.81303 1.5 -0.3 -0.6 0.253
C 1.45229 1.47973 3.06136 1.9 -1.1 -3.8 -0.496
C 3.00601 1.56788 2.96410 -2.3 -1.0 -2.0 0.013
Cl 3.86311 2.17908 4.46274 -0.9 -0.9 -2.2 -0.172
C -0.89039 0.76785 1.80383 -0.6 0.8 0.9 0.203
O -1.68254 1.57642 2.35432 2.8 -2.8 -1.9 -0.490
C -1.39914 -0.57518 1.06545 -0.7 -2.4 -1.5 0.049
C -0.69220 -1.01768 -0.27051 -1.8 -1.0 1.2 0.369
C -1.12075 -2.28126 -1.08933 -1.7 1.5 3.6 -0.458
C -2.30738 -3.09637 -0.50988 1.4 2.1 0.8 0.346
F -2.72988 -4.25685 -1.24126 0.9 3.1 2.2 -0.292
C -2.99601 -2.66674 0.82410 2.1 1.3 -1.1 -0.336
Br -4.50464 -3.77266 1.45832 1.5 1.0 -0.7 -0.171
C -2.57241 -1.42047 1.66077 1.8 -0.6 -2.9 0.448
C -3.26470 -0.97159 3.03367 -0.3 0.5 -0.7 -1.015
C -2.25502 -0.91594 4.28334 0.4 -1.5 0.3 0.249
C -2.30960 -2.24807 5.21459 -0.2 -0.3 -0.3 -0.937
Br -2.76551 0.60400 5.51229 0.4 -0.6 -1.0 -0.168
C 0.51280 -0.04483 -0.73484 0.4 0.5 -1.1 0.125
O 0.72504 0.29832 -1.91716 -0.6 -1.3 4.1 -0.509
H 6.04445 -2.22615 3.50433 -1.0 1.2 -1.1 0.121
H 4.27548 -1.84543 3.15893 1.6 0.7 -0.3 0.273
H 5.44912 -0.49055 3.57753 -0.1 -1.1 -1.0 0.061
H 6.61167 -1.86865 1.19790 -1.6 1.0 0.1 0.395
H 3.74477 -1.99279 1.01687 0.9 0.1 -0.2 0.343
H 6.94572 0.39880 0.92106 -1.9 -0.1 0.2 0.399
H 5.52891 0.22559 -0.22844 0.2 0.1 1.7 0.277
H 3.47580 0.25973 -0.52662 -0.7 0.6 1.6 0.233
H 0.84962 1.75270 3.99292 1.2 -0.4 -1.5 0.434
H -0.57311 -2.52242 -2.06223 -1.1 0.2 1.7 0.398
H -3.69219 0.08591 2.83986 0.9 -1.7 0.3 0.293
H -4.17818 -1.63011 3.26981 1.6 0.8 -0.4 0.580
H -1.15187 -0.81804 3.95580 -1.9 0.4 0.5 0.085
H -2.43327 -2.00494 6.32995 0.1 -0.3 -1.8 0.326
H -1.34649 -2.87103 5.12653 -1.5 1.0 -0.1 0.260
H -3.19780 -2.89157 4.86185 1.4 0.9 0.7 0.229
C 9.18629 0.03792 7.88185 0.1 0.1 0.9 -0.731
C 8.29402 -0.87565 7.01922 -0.5 0.7 0.5 0.881
C 8.90245 -1.33510 5.69717 0.1 -0.6 -0.6 0.122
F 9.17867 -0.30606 4.87509 -0.1 -0.1 0.1 -0.201
F 8.03417 -2.13356 5.02665 -0.2 -0.1 0.3 -0.250
F 7.10113 -0.26602 6.81647 0.2 -0.1 -0.2 -0.243
F 8.02449 -1.98841 7.76508 0.4 -0.1 -0.3 -0.342
O 8.92196 1.44040 7.79230 0.3 0.0 -1.5 -0.401
C 9.56296 2.13615 6.74270 0.5 -0.8 1.5 0.717
C 8.56851 2.74022 5.74798 -0.7 0.3 -0.5 0.180
F 7.81220 1.77957 5.16882 0.1 0.2 0.3 -0.174
F 9.21668 3.38569 4.74803 0.3 -0.1 0.3 -0.259
F 10.46888 1.33471 6.15111 0.0 0.5 -0.3 -0.274
F 10.27140 3.12645 7.33337 -0.4 0.2 -0.3 -0.298
H 8.96067 -0.21175 8.92276 -0.2 0.1 -0.2 0.410
H 10.25058 -0.18707 7.77171 -0.2 0.0 -0.3 0.345
H 9.82050 -1.90859 5.85883 0.0 0.1 0.2 0.254
H 7.89861 3.44957 6.24062 0.2 -0.1 0.2 0.252
C -4.00047 -0.38718 -6.03189 -0.7 0.1 0.6 -1.002
C -3.39037 0.15962 -7.33866 0.1 0.6 0.7 1.186
C -2.54000 -0.83917 -8.12420 0.3 -0.4 -0.9 0.280
F -1.46912 -1.26256 -7.42535 0.0 0.2 0.0 -0.235
F -2.05371 -0.26793 -9.25756 -0.2 0.3 0.1 -0.305
F -2.69182 1.28852 -7.06603 0.1 -0.3 -0.1 -0.304
F -4.43077 0.54900 -8.13624 0.1 -0.3 -0.1 -0.311
O -3.30326 -0.05865 -4.82285 1.3 -0.6 -0.4 -0.412
C -2.23756 -0.90398 -4.44270 -2.0 0.0 -0.4 0.663
C -0.89174 -0.17851 -4.40880 0.7 0.6 0.1 0.221
F -0.56482 0.31643 -5.62283 -0.3 -0.1 0.1 -0.234
F 0.10011 -1.03187 -4.05474 -0.5 -0.4 -0.2 -0.252
F -2.22091 -1.99650 -5.23006 0.4 0.0 0.4 -0.292
F -2.54792 -1.34726 -3.19707 0.4 0.3 -0.2 -0.184
H -4.97354 0.10018 -5.91857 0.2 0.2 -0.1 0.459
H -4.23453 -1.45020 -6.09354 0.4 0.2 0.0 0.481
H -3.12675 -1.70885 -8.42308 0.1 0.2 0.1 0.090
H -0.90968 0.65123 -3.69832 -0.2 -0.2 0.1 0.271
C -1.96691 6.40811 1.08215 -0.4 0.1 -0.7 -0.759
C -0.51095 6.21179 1.55236 -0.2 0.9 -0.1 0.842
C -0.30583 5.19074 2.66990 0.5 -0.8 0.3 0.453
F -0.94955 5.53015 3.80269 0.0 0.1 -0.1 -0.245
F 1.01066 5.09647 2.99319 0.0 0.2 -0.3 -0.273
F 0.00941 7.41605 1.89341 0.0 -0.2 0.2 -0.282
F 0.20227 5.78820 0.46643 -0.2 -0.4 0.2 -0.316
O -2.66815 7.54063 1.61127 0.2 -0.5 1.4 -0.412
C -3.31686 7.37513 2.85565 -0.1 -0.7 -1.7 0.794
C -2.74986 8.29755 3.93921 0.3 0.5 0.5 0.178
F -1.43941 8.05554 4.16024 -0.2 -0.1 -0.3 -0.208
F -3.38716 8.10265 5.11978 -0.2 -0.2 -0.3 -0.256
F -3.29832 6.07725 3.21049 -0.1 0.3 0.4 -0.273
F -4.61728 7.68364 2.63867 0.2 0.3 0.4 -0.301
H -1.91212 6.61099 0.00854 0.2 0.1 0.2 0.434
H -2.55749 5.49103 1.15781 0.2 0.1 0.3 0.359
H -0.64138 4.19455 2.36274 -0.1 0.1 -0.1 0.021
H -2.85718 9.34757 3.65537 -0.1 -0.1 -0.2 0.240
C -8.06984 -5.45754 -7.09988 -0.8 0.1 0.4 -0.678
C -7.41227 -6.42319 -8.10727 -0.5 0.7 -0.5 0.878
C -5.98655 -6.86132 -7.77525 0.6 -0.8 -0.1 0.076
F -5.12449 -5.82746 -7.73763 -0.1 0.1 0.0 -0.180
F -5.52055 -7.71287 -8.72367 -0.4 0.0 0.0 -0.277
F -7.47624 -5.87998 -9.34685 0.3 -0.1 0.2 -0.272
F -8.19214 -7.54393 -8.14770 0.3 0.0 0.3 -0.327
O -8.06003 -4.06539 -7.44141 1.6 0.1 -0.1 -0.409
C -6.91460 -3.32167 -7.08356 -1.5 -1.0 0.9 0.828
C -6.18376 -2.74944 -8.30168 0.0 0.1 -0.9 0.067
F -5.75601 -3.72637 -9.12850 -0.2 0.1 0.3 -0.244
F -5.08120 -2.05184 -7.91911 -0.6 -0.4 0.2 -0.220
F -6.11538 -4.06475 -6.29525 0.3 0.5 -0.2 -0.292
F -7.36036 -2.30435 -6.30916 0.3 0.2 -0.4 -0.317
H -9.13247 -5.71670 -7.08330 0.2 0.1 -0.3 0.401
H -7.73037 -5.62832 -6.07471 0.3 0.0 -0.2 0.314
H -5.94693 -7.38422 -6.81454 -0.2 0.1 0.0 0.274
H -6.83405 -2.08391 -8.87480 -0.1 0.0 0.2 0.275
```
Positions in Å, forces in eV/Å.

Properties
* 2S+1: 1
* strongest force on any atom: 4.410 eV/Å
* SMILES: C[C@H](Br)Cc1c(Br)c(F)cc2c1C(=O)c1cc(Cl)c(OC[C@@H](C)O)cc1C2=O.FC(F)C(F)(F)COC(F)(F)C(F)F.FC(F)C(F)(F)COC(F)(F)C(F)F.FC(F)C(F)(F)COC(F)(F)C(F)F.FC(F)C(F)(F)COC(F)(F)C(F)F
* LUMO energy: -1.62 eV

***

Here is a structure of composition C40H32BrIN8O3SSn in a non-equilibrium geometry from the OMol25 dataset. Energies are from the ωB97M-V functional and the def2-TZVPD basis.

Geometry as XYZ:
```
87
Properties=species:S:1:pos:R:3:forces:R:3:mulliken_charge:R:1
Sn 0.13781 -0.12872 -0.20105 -0.5 -0.5 -0.7 1.163
C -4.71129 -0.61462 0.50485 -0.1 -0.1 0.2 -1.038
C -3.51559 0.02888 0.16955 -0.2 0.0 -0.1 -0.304
N -2.41289 -0.07452 0.87865 0.5 0.1 0.1 0.024
C -2.42599 -0.84472 1.97165 -0.4 -0.2 -0.2 0.122
C -3.57179 -1.57142 2.38465 0.1 0.2 -0.1 0.777
C -4.73909 -1.43102 1.60735 0.1 0.1 -0.1 -0.820
C -3.49739 -2.39792 3.52485 0.1 0.3 -0.4 -0.568
C -2.31289 -2.52422 4.22595 0.5 0.0 0.3 -1.279
C -1.20759 -1.76502 3.88475 -0.2 -0.3 0.4 0.016
C -1.25059 -0.85882 2.80735 0.4 0.3 -0.1 0.216
N -0.28789 0.00248 2.48485 -0.9 -0.3 0.0 0.426
C 0.52921 0.57088 3.37255 0.5 0.1 0.4 -0.080
C 0.27281 0.65988 4.75445 0.0 -0.1 -0.1 -0.354
C 1.13421 1.33808 5.60605 0.0 -0.1 0.2 -1.229
C 2.26321 1.96478 5.12735 -0.2 -0.1 -0.2 -0.668
C 2.53111 1.98328 3.74175 -0.1 -0.2 -0.3 0.956
C 3.62191 2.67888 3.18045 0.0 0.0 -0.3 -0.990
C 3.77401 2.69668 1.81665 0.1 0.1 0.3 -0.958
C 2.85071 2.00158 1.02905 -0.1 -0.1 0.1 -0.582
N 1.84711 1.31848 1.52635 -0.1 -0.1 0.0 1.157
C 1.66031 1.30168 2.85115 0.4 0.4 0.0 -0.431
H -5.59109 -0.46172 -0.09865 -0.1 0.0 -0.1 0.465
H -3.45429 0.66548 -0.70285 0.0 0.0 -0.1 0.590
H -5.63819 -1.95562 1.89385 -0.1 -0.1 0.0 0.510
H -4.36989 -2.95832 3.82855 -0.1 -0.1 0.0 0.492
H -2.24689 -3.21552 5.05305 0.0 -0.1 0.0 0.451
H -0.27199 -1.89522 4.40995 0.0 -0.1 0.0 0.781
H -0.64949 0.25228 5.14445 0.0 0.1 0.0 0.690
H 0.89081 1.39308 6.65565 0.0 0.0 0.1 0.448
H 2.92611 2.48858 5.79755 0.1 0.1 0.1 0.522
H 4.31951 3.18958 3.82785 0.1 0.1 0.1 0.543
H 4.58171 3.23558 1.34955 0.1 0.0 0.0 0.577
H 2.93751 1.99038 -0.05145 0.1 0.0 -0.1 0.448
C 0.00841 5.28948 2.02355 -0.1 0.0 0.7 -0.916
N 0.11071 5.31998 0.59225 -0.1 -0.4 -0.7 0.258
C 0.53151 6.39618 -0.14495 0.2 0.4 -0.7 -0.265
C 0.54691 6.02888 -1.44785 0.2 0.6 0.4 -0.618
N 0.12711 4.72528 -1.49405 0.0 0.0 0.4 0.088
C -0.15309 4.29228 -0.24385 0.0 -0.4 -0.1 -0.185
S -0.79519 2.79138 0.17685 -0.4 -0.6 0.2 -0.238
H -0.50599 6.17968 2.38165 0.0 0.0 -0.1 0.389
H 1.00301 5.25318 2.47435 0.0 0.0 0.0 0.320
H -0.55729 4.40738 2.31735 0.0 0.0 -0.1 0.265
H 0.76051 7.33748 0.30965 0.1 0.2 0.1 0.476
H 0.82901 6.58728 -2.31635 0.0 0.1 -0.2 0.430
H -0.03759 4.17648 -2.32205 0.0 -0.1 0.1 0.184
I 2.47321 -2.32472 -1.98695 0.2 0.1 0.3 0.103
C 3.76161 -1.86122 -0.36715 -0.3 0.0 -0.3 0.060
C 5.11551 -2.13622 -0.45225 0.1 0.0 0.0 -0.575
C 5.90041 -1.82102 0.64525 -0.2 0.0 0.0 -0.351
C 5.29351 -1.27262 1.76595 0.0 0.0 0.0 -0.943
C 3.92981 -1.04392 1.73275 0.3 0.0 0.1 -0.165
N 3.17231 -1.31472 0.67605 -0.3 -0.1 -0.2 0.132
H 5.53641 -2.57912 -1.33955 0.0 0.0 -0.1 0.403
H 6.96181 -2.01222 0.62205 0.1 0.0 0.0 0.442
H 5.86391 -1.03742 2.64825 0.1 0.0 0.1 0.445
H 3.41151 -0.62252 2.58085 0.0 0.0 0.2 0.534
N 1.51101 -0.55352 -7.68665 0.4 -0.2 -0.3 -0.367
C 0.37331 -0.06972 -7.15765 0.0 0.2 0.2 0.101
O -0.58849 0.26958 -7.80385 -0.3 0.0 -0.1 -0.565
C 0.35761 0.06488 -5.65535 -0.1 0.0 0.2 0.483
C 1.34901 0.72358 -4.93555 -0.1 -0.1 0.0 -0.640
C 1.20081 0.84338 -3.56405 0.2 0.1 0.0 -0.343
N 0.14981 0.37138 -2.89855 0.0 0.0 0.5 0.132
C -0.80519 -0.23682 -3.59425 -0.3 -0.1 -0.2 0.003
C -0.74539 -0.41832 -4.96345 0.2 0.1 0.0 -0.846
H 1.53731 -0.71262 -8.68365 0.0 0.0 0.1 0.242
H 2.24811 -0.93092 -7.11875 0.0 0.0 0.0 0.208
H 2.20731 1.14168 -5.43695 0.1 0.1 0.0 0.501
H 1.96121 1.33688 -2.96785 0.0 0.0 0.0 0.477
H -1.64089 -0.60042 -3.01785 -0.1 -0.2 0.0 0.133
H -1.53679 -0.92002 -5.49635 -0.1 0.0 0.0 0.533
Br -5.67279 -6.31062 -3.40155 0.2 0.2 0.1 -0.159
C -4.41659 -5.21882 -2.48215 -0.1 -0.1 -0.1 -0.030
C -3.44899 -5.81682 -1.68545 -0.2 0.0 -0.1 -0.576
C -2.54229 -5.02392 -1.00545 -0.1 0.3 0.0 -0.419
C -2.61279 -3.64092 -1.12115 0.2 0.1 0.1 0.524
C -3.58189 -3.05232 -1.92965 0.2 -0.2 0.1 -0.156
C -4.48899 -3.83762 -2.61305 -0.1 -0.2 0.0 -0.775
C -1.63199 -2.75532 -0.39615 -0.7 -0.7 -0.4 0.158
O -1.38049 -2.92022 0.79055 0.4 -0.1 0.8 -0.553
O -1.15349 -1.83322 -1.12555 0.9 1.7 -0.3 -0.189
H -3.40889 -6.89022 -1.59845 0.0 -0.1 0.0 0.463
H -1.77439 -5.46612 -0.38955 0.0 -0.1 0.1 0.476
H -3.63539 -1.97602 -2.00685 0.1 0.1 -0.1 0.371
H -5.24109 -3.38882 -3.24305 -0.1 0.0 0.0 0.469
```
Positions in Å, forces in eV/Å.

Properties
* 2S+1: 1
* strongest force on any atom: 1.897 eV/Å
* energy above the lowest of the compared OMol25 structures with the same formula, charge and spin: 85.68 kcal/mol
* total charge: +2
* LUMO energy: -8.41 eV